{
  "formula": "C45H65AsGeN3O2PtS2",
  "method": "wB97M-V/def2-TZVPD",
  "e_tot_ha": -7296.59477,
  "fmax_ha_per_bohr": 0.009,
  "total_charge": 1,
  "e_homo_ha": [-0.382, -0.382],
  "homo_lumo_gap_ev": [4.960, 4.961],
  "symbols": ["Pt", "C", "C", "C", "C", "C", "C", "C", "C", "C", "C", "C", "C", "N", "C", "C", "C", "C", "C", "N", "C", "C", "C", "C", "H", "H", "H", "H", "H", "H", "H", "H", "H", "H", "H", "H", "H", "H", "H", "H", "H", "H", "H", "H", "H", "H", "H", "H", "H", "H", "H", "H", "H", "O", "S", "O", "N", "C", "S", "C", "C", "C", "C", "C", "C", "H", "H", "H", "H", "C", "As", "C", "C", "C", "C", "C", "C", "C", "C", "H", "H", "H", "H", "H", "H", "H", "H", "H", "H", "H", "H", "H", "C", "C", "C", "C", "Ge", "C", "C", "C", "C", "H", "H", "H", "H", "H", "H", "H", "H", "H", "H", "H", "H", "H", "H", "H", "H", "H", "H", "H"],
  "xyz": [[-0.9443, 0.4442, 0.6766], [2.6317, 3.4966, -1.7868], [3.7888, 3.3972, -0.7937], [3.3763, 3.6030, 0.6657], [4.5972, 2.1388, -1.0440], [5.9069, 2.3130, -1.4814], [6.7039, 1.2427, -1.8391], [6.1576, -0.0236, -1.8088], [4.8553, -0.2541, -1.3682], [4.3283, -1.6661, -1.5539], [4.1908, -2.4836, -0.2697], [3.0735, -1.6544, -2.4306], [4.0906, 0.8345, -0.9171], [2.7939, 0.6534, -0.2874], [2.8971, 0.3218, 0.9372], [1.9016, 0.2023, 2.0182], [2.3657, 0.1725, 3.3109], [1.2534, 0.1541, 4.1840], [0.1245, 0.1705, 3.4097], [0.4986, 0.1620, 2.0637], [-1.3050, 0.3128, 3.9031], [-1.7892, 1.7615, 3.7141], [-1.3467, 0.0008, 5.4054], [-2.3025, -0.6355, 3.2333], [2.1183, 4.4547, -1.6819], [1.9214, 2.6829, -1.6489], [3.0074, 3.4371, -2.8094], [4.4647, 4.2219, -1.0354], [2.6051, 2.9008, 0.9814], [2.9952, 4.6171, 0.8085], [4.2349, 3.4773, 1.3276], [6.2952, 3.3216, -1.5562], [7.7209, 1.3975, -2.1738], [6.7435, -0.8699, -2.1476], [5.0979, -2.1769, -2.1378], [3.3714, -2.1499, 0.3636], [5.1050, -2.4249, 0.3236], [4.0183, -3.5363, -0.5111], [2.2548, -1.1265, -1.9436], [2.7545, -2.6697, -2.6703], [3.2790, -1.1364, -3.3685], [3.8944, 0.1677, 1.3656], [3.4077, 0.1589, 3.5903], [1.2904, 0.1315, 5.2593], [-1.0448, 2.4730, 4.0726], [-2.7117, 1.9151, 4.2779], [-1.9985, 1.9961, 2.6669], [-0.7902, 0.7413, 5.9795], [-0.9354, -0.9861, 5.6215], [-2.3806, 0.0251, 5.7532], [-2.2924, -0.5733, 2.1270], [-3.3179, -0.3705, 3.5349], [-2.1279, -1.6738, 3.5067], [-3.5163, 4.5672, -2.2614], [-2.1047, 4.4392, -2.4644], [-1.5769, 4.3404, -3.7854], [-1.5809, 3.1022, -1.5830], [-0.7973, 3.4673, -0.6479], [0.0143, 2.4382, 0.4849], [-0.5387, 4.9323, -0.5032], [0.2180, 5.6185, 0.4309], [0.2797, 7.0029, 0.3254], [-0.4010, 7.6781, -0.6826], [-1.1717, 6.9891, -1.6139], [-1.2191, 5.6179, -1.4934], [0.7507, 5.1000, 1.2175], [0.8660, 7.5656, 1.0391], [-0.3345, 8.7561, -0.7410], [-1.7092, 7.5071, -2.3963], [-4.2165, 1.9143, -0.3640], [-2.9046, 0.5574, -0.7684], [-2.8844, 0.5097, -2.7023], [-3.9102, -1.0201, -0.1354], [-4.9960, -1.5724, -1.0202], [-6.3039, -1.6075, -0.5421], [-7.3278, -2.1448, -1.3086], [-7.0563, -2.6587, -2.5672], [-5.7562, -2.6354, -3.0514], [-4.7351, -2.0965, -2.2835], [-5.1799, 1.5273, -0.6978], [-3.9931, 2.8418, -0.8846], [-4.2432, 2.0816, 0.7119], [-3.8898, 0.2782, -3.0486], [-2.1782, -0.2232, -3.0788], [-2.5871, 1.4911, -3.0479], [-4.3601, -0.6379, 0.7844], [-3.2115, -1.8038, 0.1655], [-6.5248, -1.2068, 0.4406], [-8.3375, -2.1613, -0.9204], [-7.8526, -3.0776, -3.1675], [-5.5351, -3.0377, -4.0313], [-3.7263, -2.0982, -2.6786], [1.9219, -3.6335, 2.9481], [0.6867, -4.5197, 2.8672], [-0.1237, -4.2986, 1.5913], [-0.7681, -2.8915, 1.5605], [0.0013, -1.8717, 0.0785], [-0.7069, -2.2523, -1.7011], [-1.0248, -3.7434, -1.9787], [0.0708, -4.4928, -2.7386], [1.2487, -4.9379, -1.8839], [2.5077, -3.8556, 3.8400], [1.6653, -2.5709, 2.9880], [2.5677, -3.7898, 2.0809], [0.0378, -4.3386, 3.7297], [0.9811, -5.5702, 2.9189], [-0.9198, -5.0426, 1.5204], [0.5255, -4.4798, 0.7327], [-0.5217, -2.3491, 2.4709], [-1.8530, -2.9433, 1.4832], [1.5094, -1.8579, 0.1654], [0.0090, -1.8539, -2.4246], [-1.6203, -1.6776, -1.8079], [-1.9394, -3.7689, -2.5752], [-1.2705, -4.2814, -1.0565], [0.4195, -3.8630, -3.5620], [-0.3766, -5.3747, -3.2019], [1.6598, -4.1182, -1.2900], [2.0609, -5.3202, -2.5028], [0.9545, -5.7343, -1.1983]],
  "forces_ev_per_a": [[-0.2, 0.0, 0.4], [0.0, 0.0, 0.0], [0.1, 0.0, 0.1], [-0.1, 0.0, 0.0], [0.0, 0.0, 0.1], [0.0, 0.0, -0.1], [0.0, 0.0, 0.0], [0.0, 0.0, 0.0], [0.0, 0.0, -0.1], [0.0, 0.0, 0.0], [0.0, -0.1, 0.0], [0.0, 0.0, 0.0], [-0.1, 0.0, 0.0], [0.1, -0.2, 0.0], [-0.2, 0.1, 0.1], [0.0, -0.1, -0.2], [-0.1, -0.1, 0.2], [0.2, 0.0, 0.0], [-0.1, -0.1, -0.3], [0.2, 0.2, 0.2], [0.0, 0.0, 0.1], [0.0, 0.0, 0.0], [0.0, 0.0, 0.0], [0.0, 0.0, 0.2], [-0.1, 0.0, 0.0], [-0.1, 0.0, 0.0], [0.0, 0.0, 0.0], [0.0, 0.0, 0.0], [0.1, 0.1, 0.0], [0.0, 0.0, 0.0], [0.0, 0.0, 0.0], [0.0, 0.0, 0.0], [0.0, 0.0, 0.0], [0.0, 0.0, 0.0], [0.0, 0.0, 0.0], [0.0, 0.0, 0.0], [0.0, 0.0, 0.0], [0.0, 0.0, 0.0], [0.0, 0.0, 0.0], [0.0, 0.0, 0.0], [0.0, 0.0, 0.0], [0.0, 0.1, 0.0], [0.0, 0.0, 0.0], [0.0, 0.0, 0.0], [0.0, 0.0, 0.0], [0.0, 0.0, 0.0], [0.0, 0.0, 0.0], [0.0, 0.0, 0.0], [0.0, 0.0, 0.0], [0.0, 0.0, 0.0], [0.0, -0.1, -0.1], [0.0, 0.0, 0.0], [0.0, 0.0, 0.0], [0.0, 0.0, 0.0], [0.0, 0.0, 0.0], [0.0, 0.0, 0.0], [0.0, -0.1, -0.1], [0.1, 0.1, 0.2], [0.1, 0.0, -0.3], [0.0, -0.1, 0.0], [0.0, 0.0, 0.0], [0.0, 0.0, 0.0], [0.0, 0.0, 0.0], [0.0, 0.0, 0.0], [0.0, 0.1, 0.0], [0.0, 0.0, 0.0], [0.0, 0.0, 0.0], [0.0, 0.0, 0.0], [0.0, 0.0, 0.0], [0.0, 0.0, 0.0], [-0.1, 0.1, -0.1], [0.0, 0.0, 0.0], [0.0, 0.0, 0.0], [-0.1, 0.1, 0.1], [0.0, 0.1, -0.1], [0.0, 0.0, 0.0], [0.0, 0.0, 0.0], [0.0, 0.0, 0.0], [0.0, -0.1, 0.0], [0.0, 0.0, 0.0], [0.0, -0.1, 0.0], [0.0, 0.0, 0.0], [0.0, 0.0, 0.0], [0.0, 0.0, 0.0], [0.0, 0.1, 0.0], [0.0, -0.1, 0.1], [0.1, 0.0, -0.1], [0.0, 0.0, 0.0], [0.0, 0.0, 0.0], [0.0, 0.0, 0.0], [0.0, 0.0, 0.0], [0.0, 0.0, 0.0], [0.0, 0.0, 0.0], [0.0, 0.0, 0.0], [-0.1, 0.0, 0.1], [0.0, 0.1, 0.0], [0.2, -0.2, -0.3], [0.1, -0.1, 0.0], [0.0, 0.0, 0.0], [0.0, 0.0, 0.0], [0.0, 0.0, 0.0], [0.0, 0.0, 0.0], [0.0, 0.0, 0.0], [0.0, 0.0, 0.0], [0.0, 0.0, 0.0], [0.0, 0.0, 0.0], [0.0, 0.0, 0.0], [0.1, 0.0, -0.1], [0.0, -0.1, 0.0], [0.0, 0.0, 0.0], [0.0, 0.1, 0.0], [-0.1, 0.0, 0.0], [-0.1, 0.0, 0.0], [0.0, 0.0, 0.0], [0.0, 0.0, 0.0], [0.0, 0.0, 0.0], [0.0, 0.0, 0.0], [0.0, 0.1, 0.0], [0.0, 0.0, 0.0], [0.0, 0.0, 0.0]],
  "lowdin_charge": [0.617, -0.055, -0.359, -0.063, -0.144, -0.033, -0.069, -0.036, -0.145, -0.356, -0.064, -0.057, -0.153, 0.123, -0.161, -0.322, -0.026, -0.020, -0.274, -0.184, -0.538, -0.045, -0.049, -0.054, 0.074, 0.045, 0.091, 0.125, 0.011, 0.067, 0.090, 0.114, 0.107, 0.114, 0.125, 0.016, 0.091, 0.079, 0.035, 0.063, 0.094, 0.142, 0.120, 0.110, 0.099, 0.092, 0.034, 0.092, 0.095, 0.093, 0.009, 0.104, 0.086, -0.274, 0.662, -0.250, -0.093, -0.681, 0.800, -0.227, -0.028, -0.038, -0.038, -0.009, -0.214, 0.100, 0.116, 0.117, 0.131, -0.228, 1.041, -0.226, -0.310, -0.290, -0.045, -0.068, -0.074, -0.065, -0.070, 0.050, 0.001, 0.039, 0.046, 0.027, 0.014, 0.067, 0.047, 0.113, 0.110, 0.109, 0.110, 0.089, -0.086, -0.249, -0.261, -0.316, 0.982, -0.313, -0.245, -0.250, -0.112, 0.083, 0.051, 0.070, 0.113, 0.113, 0.116, 0.067, 0.032, 0.058, -0.027, 0.069, -0.021, 0.100, 0.099, 0.109, 0.112, 0.033, 0.083, 0.078]
}